Entry 1:
Entry from OMol25: a structure of composition C20H20IrN3O2S3SeSi (ωB97M-V/def2-TZVPD).

The geometry in ORCA input format:
```
! RIJCOSX wB97M-V def2-TZVPD def2/J DEFGRID3
* xyz 0 1
Ir -0.001 0.808 -0.345
C -3.940 -2.677 1.455
Si -2.384 -3.276 2.380
C -2.917 -4.116 4.006
C -1.341 -4.532 1.396
C -1.294 -1.763 2.775
C -1.052 -1.277 4.052
C -0.258 -0.153 4.248
C 0.246 0.503 3.138
N 0.005 0.074 1.909
C -0.723 -1.038 1.729
S -0.904 -1.456 0.052
H -4.504 -3.520 1.069
H -3.681 -2.043 0.613
H -4.600 -2.114 2.108
H -3.465 -5.020 3.763
H -3.575 -3.496 4.606
H -2.074 -4.410 4.622
H -1.947 -5.380 1.091
H -0.513 -4.912 1.990
H -0.928 -4.084 0.498
H -1.491 -1.790 4.895
H -0.043 0.218 5.238
H 0.854 1.394 3.222
O 3.876 0.958 0.221
S 3.478 1.607 -0.990
O 3.659 3.024 -1.074
N 1.876 1.238 -1.339
C 1.781 0.604 -2.496
S 0.253 0.197 -3.054
C 3.042 0.247 -3.127
C 3.247 -0.606 -4.204
C 4.549 -0.980 -4.500
C 5.626 -0.478 -3.780
C 5.420 0.407 -2.727
C 4.126 0.738 -2.412
H 2.402 -0.980 -4.761
H 4.734 -1.691 -5.291
H 6.631 -0.788 -4.030
H 6.239 0.809 -2.150
Se -2.154 1.919 0.130
C -1.946 3.572 -0.786
C -0.712 3.980 -1.283
C -0.660 5.178 -1.977
N -1.715 5.949 -2.183
C -2.882 5.562 -1.695
C -3.054 4.391 -0.979
H 0.174 3.365 -1.141
H 0.275 5.526 -2.394
H -3.718 6.222 -1.896
H -4.016 4.089 -0.592
*
```

As for the orbital gap (spin up / spin down): 5.996 / 5.995 eV. The total energy is -5078.685140 hartree. The HOMO energy (spin up / spin down) is -7.74 / -7.73 eV. Its LUMO energy (spin up / spin down) is -1.74 / -1.74 eV.

Entry 2:
Entry from OMol25: the molecule C20H20N2O4S2 (ωB97M-V/def2-TZVPD).

The geometry in ORCA input format:
```
! RIJCOSX wB97M-V def2-TZVPD def2/J DEFGRID3
* xyz 0 1
O -0.827 0.309 1.560
C -0.998 1.457 1.792
C -0.800 2.178 3.163
S -0.269 1.137 4.663
C -1.562 0.002 4.729
O -2.687 0.456 4.601
C -1.266 -1.325 5.300
C -0.010 -1.911 5.258
C 0.275 -3.203 5.559
C -0.725 -4.047 6.118
C -2.015 -3.587 6.229
C -2.263 -2.161 5.863
N -1.289 2.251 0.643
C -0.996 3.690 0.598
C -1.540 4.431 -0.634
N -0.970 3.710 -1.719
C -0.827 4.286 -2.970
O -0.987 5.544 -3.094
C -0.365 3.531 -4.138
S -0.829 1.722 -4.131
C 0.076 0.724 -3.037
O 0.525 1.244 -2.052
C -0.024 -0.718 -3.269
C -0.029 -1.563 -2.175
C -0.164 -2.982 -2.278
C -0.219 -3.548 -3.614
C -0.197 -2.615 -4.700
C -0.221 -1.193 -4.521
H -1.727 2.601 3.363
H -0.080 3.001 2.987
H 0.892 -1.388 4.865
H 1.352 -3.581 5.461
H -0.562 -5.146 6.291
H -2.740 -4.302 6.538
H -3.344 -1.915 5.942
H -1.196 1.745 -0.301
H -1.425 4.197 1.475
H 0.007 3.890 0.657
H -1.139 5.459 -0.512
H -2.664 4.463 -0.537
H -0.492 2.785 -1.547
H 0.662 3.595 -4.216
H -0.760 4.010 -5.066
H -0.088 -1.239 -1.117
H -0.286 -3.554 -1.339
H -0.268 -4.605 -3.745
H -0.218 -3.012 -5.710
H -0.167 -0.535 -5.436
*
```

Its SMILES is O=C(CSC(=O)c1ccccc1)NCCNC(=O)CSC(=O)c1ccccc1. As for the orbital gap: 8.998 eV. The total energy is -1980.909333 hartree. The HOMO energy is -9.31 eV. Its LUMO energy is -0.31 eV.

Entry 3:
Entry from OMol25: the molecule C20H20N2O5 (ωB97M-V/def2-TZVPD).

The geometry in ORCA input format:
```
! RIJCOSX wB97M-V def2-TZVPD def2/J DEFGRID3
* xyz 0 1
C 5.293 4.019 1.661
O 5.445 2.622 1.540
C 4.376 1.791 1.429
C 4.717 0.443 1.339
C 3.769 -0.552 1.210
C 2.432 -0.196 1.189
N 1.417 -1.183 1.055
C 1.448 -2.402 1.717
O 2.280 -2.740 2.512
C 0.257 -3.215 1.245
C -0.596 -2.245 0.434
N -1.063 -2.796 -0.812
C -2.085 -2.225 -1.551
C -2.186 -2.543 -2.909
C -3.234 -2.067 -3.672
C -4.207 -1.257 -3.114
C -4.124 -0.927 -1.762
C -5.115 -0.064 -1.069
C -6.201 0.554 -1.915
O -5.053 0.138 0.124
C -3.069 -1.414 -0.996
C 0.315 -1.024 0.237
O 0.119 -0.107 -0.515
C 2.062 1.139 1.289
C 3.012 2.145 1.395
O 2.674 3.469 1.472
C 1.317 3.829 1.367
H 4.720 4.288 2.550
H 4.816 4.452 0.779
H 6.308 4.405 1.751
H 5.766 0.199 1.366
H 4.068 -1.584 1.141
H -0.260 -3.653 2.097
H 0.622 -4.037 0.626
H -1.466 -1.921 1.012
H -0.320 -3.170 -1.389
H -1.431 -3.169 -3.363
H -3.288 -2.327 -4.719
H -5.013 -0.895 -3.729
H -6.817 -0.227 -2.356
H -5.763 1.146 -2.715
H -6.824 1.190 -1.291
H -3.050 -1.123 0.042
H 1.014 1.385 1.268
H 1.306 4.918 1.387
H 0.877 3.479 0.429
H 0.732 3.449 2.211
*
```

Its SMILES is COc1ccc(N2C(=O)C[C@H](Nc3cccc(C(C)=O)c3)C2=O)cc1OC. As for the orbital gap: 8.424 eV. The total energy is -1259.853410 hartree. The HOMO energy is -8.08 eV. Its LUMO energy is 0.34 eV.

Entry 4:
Entry from OMol25: the molecule C20H20N4O4 (ωB97M-V/def2-TZVPD).

The geometry in ORCA input format:
```
! RIJCOSX wB97M-V def2-TZVPD def2/J DEFGRID3
* xyz 0 1
C 0.102 4.937 0.669
O 0.971 4.002 0.078
C 1.145 2.794 0.691
C 0.483 2.380 1.841
C 0.730 1.120 2.361
C 1.626 0.254 1.754
C 1.898 -1.112 2.330
N 0.729 -1.972 2.333
C 0.271 -2.548 1.197
O 0.769 -2.326 0.114
C -0.881 -3.515 1.431
C -2.197 -2.796 1.757
C -2.942 -2.387 0.486
N -2.117 -1.571 -0.377
N -1.898 -0.321 0.069
C -1.170 0.473 -0.610
N -0.581 0.109 -1.786
C -0.743 -1.193 -2.272
C -0.052 -1.352 -3.458
C 0.545 -0.106 -3.701
O 1.313 0.519 -4.613
C 1.454 1.792 -4.161
C 0.802 2.021 -2.985
C 0.206 0.778 -2.668
C -1.570 -2.120 -1.529
O -1.828 -3.261 -1.863
C 2.276 0.672 0.599
C 2.051 1.927 0.078
H 0.427 5.205 1.679
H 0.141 5.820 0.033
H -0.928 4.565 0.706
H -0.224 3.023 2.341
H 0.212 0.815 3.259
H 2.667 -1.602 1.726
H 2.253 -1.025 3.360
H 0.250 -2.135 3.203
H -0.604 -4.177 2.255
H -1.005 -4.115 0.529
H -2.002 -1.903 2.355
H -2.847 -3.459 2.332
H -3.838 -1.818 0.746
H -3.216 -3.270 -0.095
H -1.010 1.472 -0.242
H -0.004 -2.250 -4.038
H 2.043 2.450 -4.769
H 0.763 2.941 -2.440
H 2.964 0.005 0.103
H 2.565 2.260 -0.809
*
```

Its SMILES is COc1ccc(CNC(=O)CCCn2ncn3c(cc4occc43)c2=O)cc1. As for the orbital gap: 8.393 eV. The total energy is -1294.099867 hartree. The HOMO energy is -7.77 eV. Its LUMO energy is 0.62 eV.

Entry 5:
Entry from OMol25: a structure of composition C20H20N5S4SbSr (ωB97M-V/def2-TZVPD).

The geometry in ORCA input format:
```
! RIJCOSX wB97M-V def2-TZVPD def2/J DEFGRID3
* xyz -1 2
Sr -0.570 2.155 -1.337
C 0.367 -1.778 0.925
C -0.712 -1.758 -0.178
C -1.826 -0.773 0.072
C -3.152 -1.169 0.202
C -4.119 -0.228 0.534
C -3.754 1.101 0.646
C -2.450 1.430 0.303
N -1.479 0.523 0.131
N 1.652 -1.249 0.501
C 2.465 -0.628 1.527
C 1.697 0.348 2.377
C 1.537 0.135 3.735
C 0.841 1.067 4.493
C 0.334 2.184 3.865
C 0.560 2.329 2.501
N 1.223 1.441 1.760
C 2.408 -2.130 -0.370
C 2.332 -1.797 -1.848
C 1.990 -2.755 -2.789
C 1.974 -2.407 -4.132
C 2.312 -1.117 -4.487
C 2.650 -0.230 -3.477
N 2.665 -0.548 -2.186
H 0.484 -2.817 1.278
H 0.023 -1.198 1.781
H -1.142 -2.749 -0.321
H -0.243 -1.465 -1.119
H -3.416 -2.205 0.043
H -5.152 -0.525 0.650
H -4.460 1.885 0.875
H -2.164 2.477 0.275
H 3.253 -0.066 1.023
H 2.950 -1.374 2.180
H 1.941 -0.763 4.186
H 0.700 0.916 5.557
H -0.223 2.948 4.388
H 0.212 3.222 1.997
H 2.109 -3.176 -0.213
H 3.466 -2.065 -0.102
H 1.726 -3.756 -2.468
H 1.689 -3.131 -4.885
H 2.293 -0.787 -5.517
H 2.904 0.794 -3.725
S -4.480 0.351 -4.223
Sb -2.841 1.163 -2.910
S -2.660 3.489 -2.512
S -0.642 0.323 -3.305
S -0.618 5.423 0.694
C -1.882 4.729 1.528
N -2.769 4.210 2.078
*
```

As for the orbital gap (spin up / spin down): 6.287 / 6.601 eV. The total energy is -2911.784787 hartree. The HOMO energy (spin up / spin down) is -3.93 / -5.04 eV. Its LUMO energy (spin up / spin down) is 2.35 / 1.56 eV.

Entry 6:
Entry from OMol25: a structure of composition C20H20N6O2RhS2 (ωB97M-V/def2-TZVPD).

The geometry in ORCA input format:
```
! RIJCOSX wB97M-V def2-TZVPD def2/J DEFGRID3
* xyz 1 1
Rh 1.134 -0.429 -0.529
C 4.752 -0.856 1.853
C 3.596 -0.356 1.057
N 2.552 -1.075 0.863
N 2.486 -2.294 1.482
C 1.568 -3.050 0.945
N 1.321 -4.242 1.497
S 0.656 -2.677 -0.524
C 3.553 0.986 0.424
C 4.374 2.027 0.801
C 4.227 3.261 0.178
C 3.270 3.416 -0.805
C 2.479 2.326 -1.129
N 2.625 1.144 -0.532
H 5.000 -1.861 1.518
H 4.491 -0.930 2.910
H 5.621 -0.212 1.742
H 1.864 -4.545 2.288
H 0.673 -4.877 1.066
H 5.103 1.883 1.584
H 4.855 4.094 0.468
H 3.126 4.360 -1.311
H 1.712 2.390 -1.889
C -6.145 -1.692 2.308
C -4.891 -0.983 1.873
C -3.634 -1.546 2.092
C -2.481 -0.905 1.677
C -2.599 0.325 1.040
C -3.835 0.920 0.819
C -4.973 0.259 1.243
S -1.176 1.081 0.395
O -0.046 0.800 1.270
O -1.454 2.438 0.042
N -0.781 0.156 -0.892
C -0.685 0.483 -2.223
C -1.567 1.178 -3.037
C -1.230 1.283 -4.370
C -0.046 0.717 -4.849
C 0.785 0.072 -3.962
N 0.462 -0.039 -2.667
H -5.919 -2.645 2.784
H -6.794 -1.883 1.452
H -6.709 -1.082 3.014
H -3.561 -2.500 2.600
H -1.505 -1.341 1.848
H -3.893 1.889 0.340
H -5.945 0.715 1.088
H -2.469 1.611 -2.627
H -1.891 1.806 -5.049
H 0.222 0.776 -5.894
H 1.721 -0.375 -4.272
*
```

As for the orbital gap (spin up / spin down): 6.789 / 6.628 eV. The total energy is -2159.846968 hartree. The HOMO energy (spin up / spin down) is -11.14 / -11.25 eV. Its LUMO energy (spin up / spin down) is -4.35 / -4.63 eV.

Entry 7:
Entry from OMol25: a structure of composition C20H21AuClN4O2PS (ωB97M-V/def2-TZVPD).

The geometry in ORCA input format:
```
! RIJCOSX wB97M-V def2-TZVPD def2/J DEFGRID3
* xyz 2 1
Au 0.402 -0.618 -0.303
Cl 0.237 0.307 2.335
C 1.843 -0.068 2.891
C 2.083 -0.315 4.224
C 3.381 -0.621 4.623
C 4.414 -0.673 3.699
C 4.166 -0.417 2.359
C 2.873 -0.091 1.949
P 2.495 0.336 0.247
C 3.887 -0.119 -0.772
C 4.725 0.860 -1.311
C 5.846 0.464 -2.022
C 6.106 -0.886 -2.225
C 5.261 -1.858 -1.698
C 4.145 -1.479 -0.977
C 2.185 2.087 0.126
C 2.440 2.959 1.186
C 2.159 4.304 1.026
C 1.606 4.771 -0.161
C 1.344 3.899 -1.213
C 1.629 2.556 -1.071
H 1.279 -0.270 4.945
H 3.577 -0.826 5.667
H 5.418 -0.911 4.020
H 4.970 -0.451 1.636
H 4.514 1.909 -1.155
H 6.520 1.212 -2.416
H 6.969 -1.184 -2.805
H 5.476 -2.906 -1.853
H 3.472 -2.227 -0.572
H 2.871 2.594 2.109
H 2.366 4.999 1.828
H 1.380 5.823 -0.274
H 0.908 4.269 -2.130
H 1.418 1.859 -1.874
N -1.762 -1.559 0.137
N -2.715 -0.642 -0.335
C -2.372 0.426 -1.137
O -3.229 1.111 -1.662
O -1.092 0.654 -1.311
H -1.888 -2.460 -0.319
H -1.879 -1.700 1.136
H -3.695 -0.869 -0.270
N -0.464 0.701 -3.618
C 0.260 -0.351 -3.919
N 0.557 -0.668 -5.171
S 0.910 -1.402 -2.698
H -0.894 1.259 -4.343
H -0.792 0.842 -2.645
H 0.185 -0.139 -5.945
H 1.124 -1.472 -5.384
*
```

As for the orbital gap (spin up / spin down): 4.987 / 4.997 eV. The total energy is -2479.097006 hartree. The HOMO energy (spin up / spin down) is -14.63 / -14.61 eV. Its LUMO energy (spin up / spin down) is -9.64 / -9.61 eV.

Entry 8:
Entry from OMol25: a structure of composition C20H21AuF6IN2OPS (ωB97M-V/def2-TZVPD).

The geometry in ORCA input format:
```
! RIJCOSX wB97M-V def2-TZVPD def2/J DEFGRID3
* xyz 1 2
Au -0.893 -0.512 -1.141
N 1.102 -0.934 -1.722
S 2.150 -1.611 -0.669
C 1.419 -1.229 0.918
C 1.014 0.088 1.218
C 0.368 0.359 2.377
C -0.016 -0.707 3.351
C 0.679 -1.995 3.071
C 1.308 -2.237 1.893
C 3.472 -0.369 -0.579
C 3.351 0.834 -1.245
C 4.385 1.752 -1.158
C 5.522 1.454 -0.422
C 5.631 0.233 0.227
C 4.603 -0.690 0.149
H 1.068 -1.504 -2.558
H 1.271 0.878 0.529
H 0.103 1.377 2.616
H 0.196 -0.353 4.366
H 0.602 -2.763 3.824
H 1.743 -3.206 1.701
H 2.463 1.025 -1.827
H 4.306 2.693 -1.676
H 6.323 2.173 -0.357
H 6.521 -0.005 0.786
H 4.676 -1.646 0.645
F -2.814 -1.025 -2.536
P -4.393 -1.625 -2.153
F -4.313 -0.671 -0.813
F -3.627 -2.785 -1.305
F -4.311 -2.497 -3.478
F -5.816 -2.161 -1.733
F -4.967 -0.357 -2.954
I -3.026 2.085 0.486
C -2.433 0.283 1.411
C -2.283 0.226 2.756
C -1.618 -0.980 3.316
C -1.871 -2.166 2.445
C -2.105 -1.979 1.126
N -2.186 -0.740 0.586
H -2.526 1.059 3.395
H -1.934 -1.176 4.343
H -1.801 -3.156 2.858
H -2.240 -2.787 0.423
C 0.123 3.632 -1.793
O -0.131 2.314 -1.273
C -1.115 1.599 -1.647
C -1.985 1.929 -2.777
H 0.133 3.628 -2.883
H 1.096 3.933 -1.410
H -0.642 4.316 -1.426
H -2.316 2.970 -2.784
H -2.852 1.274 -2.807
H -1.415 1.748 -3.694
*
```

As for the orbital gap (spin up / spin down): 4.329 / 4.410 eV. The total energy is -2731.265947 hartree. The HOMO energy (spin up / spin down) is -10.76 / -10.82 eV. Its LUMO energy (spin up / spin down) is -6.43 / -6.41 eV.